67
Properties=species:S:1:pos:R:3:forces:R:3 method="wB97M-V/def2-TZVPD" e_tot_ha=-1626.086821 largest_force_ev_per_a=1.30 e_above_lowest_kcal_mol=39.5 smiles="COc1ccc([C@@H](C(=O)NC2CCCC2)N(Cc2ccccc2)C(=O)CNC(=O)c2ccco2)cc1" gap_ha=0.3142 molar_mass_g_mol=489.6
C 3.6954 4.6020 -4.2119 0.2 0.0 0.0
H 3.7502 5.1246 -5.1657 0.0 0.0 0.1
O 2.3247 4.4337 -3.9472 -0.3 0.0 0.1
C 1.9605 3.7623 -2.8195 -0.1 -0.1 0.1
C 2.8434 3.2601 -1.8709 0.2 0.2 -0.2
C 2.3560 2.5569 -0.7845 -0.4 0.1 0.1
C 0.9975 2.3323 -0.6193 0.0 0.2 0.2
C 0.1175 2.8707 -1.5508 0.2 0.1 0.0
C 0.5907 3.5806 -2.6327 0.1 0.1 -0.1
H -0.0845 3.9970 -3.3631 -0.1 0.0 -0.1
H -0.9465 2.7455 -1.4259 -0.1 0.0 0.0
C 0.5419 1.4171 0.4914 0.2 0.3 0.2
N 0.7496 0.0284 0.0812 -0.2 0.3 0.0
C 1.4822 -0.7652 0.8841 0.2 -0.4 0.1
O 1.9278 -0.3869 1.9549 0.1 -0.1 0.2
C 1.7304 -2.2259 0.4685 -0.3 0.2 0.0
N 1.0530 -3.0974 1.4071 0.2 -0.1 0.1
C -0.2876 -3.0422 1.5543 0.5 -0.3 0.1
O -1.0068 -2.3509 0.8448 -0.2 0.0 0.0
C -0.8277 -3.9113 2.6035 -1.3 0.0 0.1
C -2.1317 -4.2021 2.9167 0.8 0.3 -0.4
C -2.0841 -5.0889 4.0124 0.5 -0.2 0.2
C -0.7618 -5.2738 4.2866 -0.8 -0.3 0.3
O 0.0058 -4.5727 3.4438 0.5 0.2 -0.2
H -0.2615 -5.8600 5.0322 0.2 0.0 0.1
H -2.9156 -5.5260 4.5250 -0.1 -0.1 0.2
H -2.9992 -3.8312 2.4118 -0.1 0.2 -0.2
H 1.5949 -3.5459 2.1283 -0.1 0.0 0.0
H 1.3916 -2.4503 -0.5427 0.1 0.0 0.0
H 2.8013 -2.4178 0.5419 -0.1 0.1 0.0
C 0.1788 -0.3312 -1.2001 0.0 -0.3 -0.3
C 1.1083 -0.0963 -2.3688 0.0 0.0 -0.1
C 2.4851 -0.2213 -2.2484 -0.1 -0.1 -0.1
C 3.3112 0.0215 -3.3317 0.1 -0.1 0.0
C 2.7714 0.3888 -4.5513 0.1 0.0 -0.1
C 1.3987 0.5079 -4.6829 0.0 0.0 -0.1
C 0.5751 0.2675 -3.5990 0.1 -0.1 0.0
H -0.4949 0.3718 -3.7042 -0.1 0.1 0.0
H 0.9691 0.7991 -5.6296 0.0 0.0 -0.1
H 3.4167 0.5843 -5.3950 0.1 0.0 -0.1
H 4.3815 -0.0726 -3.2188 0.1 0.0 0.0
H 2.9221 -0.4872 -1.2974 0.1 0.0 0.1
H -0.7159 0.2813 -1.3362 0.0 -0.1 0.0
H -0.1610 -1.3705 -1.1743 0.0 0.2 0.0
C -0.8950 1.6939 0.9671 0.3 -0.3 -0.1
O -1.3083 2.8299 1.0890 0.0 0.4 0.1
N -1.6202 0.6016 1.2564 -0.1 -0.4 -0.1
H -1.2252 -0.3264 1.1735 0.1 0.1 -0.1
C -2.9393 0.6864 1.8433 0.0 0.3 0.0
H -3.3280 1.6705 1.5675 0.0 -0.2 0.0
C -3.8366 -0.4559 1.3385 -0.1 0.0 0.0
C -4.5651 -0.9707 2.5784 0.1 -0.1 0.0
C -3.5172 -0.8244 3.6770 -0.1 0.1 0.1
H -2.7629 -1.6060 3.5755 0.0 -0.1 0.0
C -2.9004 0.5411 3.3826 0.0 0.0 0.0
H -3.4963 1.3298 3.8414 0.0 0.0 0.0
H -1.8808 0.6290 3.7551 0.0 0.1 0.0
H -3.9431 -0.8826 4.6779 0.0 -0.1 0.1
H -5.4247 -0.3366 2.8019 -0.1 0.0 0.0
H -4.9171 -1.9948 2.4590 -0.1 0.0 0.0
H -3.2021 -1.2448 0.9315 0.0 0.0 0.0
H -4.5214 -0.1279 0.5583 0.0 0.0 -0.1
H 1.1791 1.5728 1.3727 -0.2 0.0 -0.2
H 3.0519 2.1624 -0.0578 0.1 -0.1 0.1
H 3.9081 3.4020 -1.9680 0.1 0.0 -0.1
H 4.1840 5.2073 -3.4414 0.0 0.0 0.0
H 4.2074 3.6377 -4.2962 0.0 0.0 0.0


66
Properties=species:S:1:pos:R:3:forces:R:3 method="wB97M-V/def2-TZVPD" e_tot_ha=-4109.571358 total_charge=+2 largest_force_ev_per_a=2.48 e_above_lowest_kcal_mol=11.5 gap_ha=0.3002 molar_mass_g_mol=569.0
Zn -0.6421 0.5635 -1.0731 0.5 -0.5 0.4
C 1.8901 -0.5254 1.6969 -0.6 0.2 0.4
C 1.7895 -1.3408 0.3955 0.7 1.0 0.1
P 1.5544 -0.3324 -1.1156 -1.3 -0.4 -0.1
C 2.8744 0.8004 -1.2590 -0.3 2.2 0.6
C 4.1462 0.2864 -1.2463 0.8 0.3 0.0
C 5.2345 1.1266 -1.2347 2.4 0.5 0.2
C 5.1343 2.5279 -1.1677 -1.2 -1.4 0.2
C 3.8257 3.0132 -1.0333 -0.3 0.2 -0.8
C 2.6783 2.2278 -1.1342 0.5 -2.2 -0.1
C 1.7509 -1.5824 -2.3669 0.1 0.2 -1.6
C 1.1251 -2.8146 -2.2245 -0.6 0.0 1.5
C 1.3286 -3.7974 -3.1514 0.1 -1.7 -0.6
C 2.0215 -3.5926 -4.3463 -0.4 0.0 0.2
C 2.5914 -2.3456 -4.5319 0.6 0.1 -0.7
C 2.4641 -1.3585 -3.5584 0.1 0.1 0.0
C 0.8471 0.6040 1.9786 -0.7 0.1 0.7
P -0.8733 0.5274 1.2645 0.9 -1.1 0.3
C -1.7071 1.8401 2.1034 -0.8 1.0 1.4
C -3.0528 1.6774 2.5640 1.2 0.0 -1.2
C -3.6065 2.6511 3.3358 -0.6 0.4 0.7
C -2.8670 3.7721 3.7303 -1.5 0.5 0.9
C -1.6080 4.0025 3.2750 1.2 -1.4 -1.0
C -0.9980 3.0003 2.4798 -1.3 0.3 -0.7
C -1.5383 -1.0186 1.9287 -0.2 -0.6 -0.4
C -1.8550 -1.1440 3.2904 0.5 1.3 -0.5
C -2.2805 -2.3453 3.8074 -0.4 0.2 0.8
C -2.4945 -3.4410 2.9819 -1.0 0.3 -0.3
C -2.3019 -3.2664 1.6135 0.4 -1.6 -0.6
C -1.7317 -2.1257 1.0687 -0.1 0.6 1.4
H 2.8478 -0.0174 1.7664 0.3 -0.3 0.1
H 1.7928 -1.2561 2.5180 0.3 0.4 -0.3
H 0.9400 -1.9997 0.4916 -0.1 -0.4 -0.2
H 2.7254 -1.9034 0.1787 -0.7 0.1 0.5
H 4.3863 -0.7606 -1.2250 -0.4 -0.4 -0.1
H 6.2459 0.6447 -1.2073 -1.0 0.6 -0.2
H 6.0024 3.1895 -1.1823 -0.4 -0.3 0.1
H 3.6828 4.0600 -0.9675 -0.1 1.0 0.2
H 1.6326 2.5936 -1.1188 0.9 0.2 0.1
H 0.4814 -3.0336 -1.3294 0.9 0.1 -0.9
H 1.0511 -4.8276 -2.9164 -0.5 0.4 -0.2
H 2.0270 -4.3905 -5.1016 0.4 0.4 0.4
H 3.2284 -2.1294 -5.4117 -0.7 -0.1 0.5
H 2.9465 -0.4131 -3.7963 -0.1 0.0 0.5
H 1.1974 1.6116 1.7576 0.4 -0.1 -0.5
H 0.6575 0.6970 3.0770 0.2 -0.4 -0.7
H -3.6608 0.8428 2.2404 0.2 -0.2 0.1
H -4.6404 2.5359 3.6801 0.4 0.1 -0.1
H -3.3637 4.4845 4.4042 0.3 -0.2 -0.4
H -1.0300 4.8808 3.4869 -0.1 0.3 0.2
H -0.0829 3.2456 1.9626 0.4 -0.1 0.4
H -1.7815 -0.2266 3.9214 0.0 -1.0 -0.4
H -2.5281 -2.3142 4.8653 0.1 -0.6 -0.1
H -2.9924 -4.3576 3.3318 0.6 0.5 0.0
H -2.5264 -4.1274 0.9540 0.2 0.6 0.4
H -1.3922 -2.1315 0.0443 -0.2 0.2 -0.3
N -1.9841 -0.5987 -2.3681 0.3 1.3 -1.3
N -3.2326 0.1219 -2.4346 0.4 -1.6 -0.9
C -3.1895 1.4101 -2.0848 0.1 2.2 0.8
N -4.3545 2.0168 -1.8270 1.7 0.5 0.0
S -1.6730 2.3493 -1.9820 -1.8 -0.5 -0.2
H -1.3964 -0.4617 -3.2316 -1.0 -0.3 0.6
H -2.1687 -1.5800 -2.2604 -0.2 -0.4 0.1
H -3.9632 -0.2168 -3.1040 0.9 0.3 1.0
H -5.2228 1.5497 -1.8325 -0.9 -0.8 -0.1
H -4.3613 2.9224 -1.3700 0.2 0.0 -0.4


64
Properties=species:S:1:pos:R:3:forces:R:3 method="wB97M-V/def2-TZVPD" e_tot_ha=-1379.540142 total_charge=+1 largest_force_ev_per_a=2.84 gap_ha=0.1753 molar_mass_g_mol=439.6
C 7.3023 -3.2305 -2.4720 0.4 -0.8 0.0
O 7.0101 -1.8551 -2.5364 -2.6 1.2 0.3
C 5.6687 -1.5353 -2.4223 1.1 0.1 -0.3
C 5.3253 -0.1706 -2.4705 0.6 0.0 0.0
C 4.0237 0.2341 -2.4301 -0.1 -0.2 -0.1
C 2.9596 -0.6998 -2.3357 -0.2 -0.1 0.1
C 1.6315 -0.2301 -2.3967 0.0 -0.7 0.1
C 0.3959 -0.9380 -2.4479 0.3 0.0 -0.1
C -0.7969 -0.2034 -2.3004 0.0 0.3 0.1
C -2.0231 -0.8166 -2.2802 0.0 0.2 0.1
C -2.1385 -2.1944 -2.4139 -0.1 0.0 0.0
C -3.4914 -2.8224 -2.4089 -0.1 -0.4 0.1
C -0.9738 -2.9372 -2.5943 0.4 0.0 0.1
C 0.2601 -2.3290 -2.6396 -0.2 -0.1 -0.2
C 3.3214 -2.0592 -2.1652 0.0 0.4 0.1
C 4.6233 -2.4635 -2.2410 0.6 -0.4 0.0
H 8.3840 -3.3621 -2.4878 -0.1 0.3 0.0
H 6.9175 -3.6526 -1.5451 0.0 -0.1 0.0
H 6.8766 -3.7467 -3.3320 0.0 -0.1 0.0
H 6.1234 0.5481 -2.5393 0.1 0.1 -0.1
H 3.7899 1.2828 -2.4816 0.0 0.3 -0.1
H 1.5312 0.8424 -2.3987 -0.1 0.4 0.0
H -0.7385 0.8642 -2.1906 0.0 0.3 0.1
H -2.9156 -0.2289 -2.1478 -0.1 0.2 0.0
H -3.4444 -3.9119 -2.3982 0.1 0.1 0.0
H -4.0548 -2.5034 -1.5309 0.0 0.1 0.0
H -4.0581 -2.5251 -3.2934 0.0 0.1 0.0
H -1.0450 -4.0064 -2.6969 0.0 -0.2 -0.2
H 1.1168 -2.9152 -2.9104 0.0 -0.2 0.0
H 2.5691 -2.7753 -1.8910 0.1 -0.2 -0.1
H 4.8537 -3.5087 -2.1486 0.0 -0.2 0.1
C -7.5520 2.0007 2.6702 -0.3 0.0 0.1
C -6.6577 1.9552 3.7213 -0.1 0.0 0.1
C -5.3083 2.0945 3.4861 0.4 0.0 -0.2
C -4.8277 2.2818 2.1926 -0.3 0.0 -0.3
C -3.3991 2.4420 1.9079 0.1 -0.1 0.6
C -2.3638 2.4693 2.8106 -0.1 0.1 -0.9
N -1.2612 2.6701 2.0342 0.0 -0.1 1.0
C 0.1301 2.6796 2.4961 -0.1 0.0 -0.3
C 0.6886 1.2669 2.5548 0.1 -0.7 -0.3
C 2.1151 1.1996 3.1424 -0.2 0.2 -0.2
C 2.8355 0.1019 2.3425 0.1 -0.1 0.1
C 2.0820 0.0071 1.0079 -0.4 0.2 -0.1
N 0.7842 0.6952 1.1837 0.0 -0.2 0.4
N -1.6095 2.7202 0.7456 1.4 0.3 -0.1
N -2.8743 2.5989 0.6596 -1.0 -0.2 0.0
C -5.7446 2.3244 1.1479 0.3 0.0 -0.1
C -7.0937 2.1862 1.3833 -0.1 0.0 -0.1
H -8.6077 1.8945 2.8538 -0.2 0.0 0.1
H -7.0195 1.8150 4.7266 0.0 0.0 0.2
H -4.6194 2.0590 4.3107 0.2 0.0 0.3
H -2.3937 2.3604 3.8790 0.4 0.1 0.0
H 0.7242 3.2789 1.8035 -0.1 -0.1 -0.1
H 0.1815 3.1641 3.4730 -0.2 -0.1 0.0
H 0.0126 0.6404 3.1591 0.1 0.2 0.0
H 2.6083 2.1699 3.0183 0.0 -0.1 -0.1
H 2.0975 0.9919 4.2180 0.0 0.0 -0.2
H 3.8954 0.3332 2.1941 -0.2 0.0 0.0
H 2.7995 -0.8558 2.8746 -0.1 0.2 -0.1
H 2.6263 0.5172 0.2053 0.1 -0.1 0.1
H 1.9410 -1.0303 0.6851 0.0 0.0 0.1
H -0.0287 0.1177 0.9511 0.6 0.3 0.2
H -5.3763 2.4712 0.1489 0.1 0.1 -0.3
H -7.7884 2.2290 0.5597 -0.1 0.0 -0.1